<a>
Below is the molecule C3H7NOS2, with properties calculated with ωB97M-V/def2-TZVPD.

Summary:
Kohn-Sham gap ... 8.6 eV
SMILES string ... N[C@H](CS)C(O)=S
Highest occupied orbital energy ... -8.5177 eV

ORCA input file:
```
! wB97M-V def2-TZVPD RIJCOSX def2/J DEFGRID3
* xyz 0 1
C -0.20576 -0.30773 0.56662
C -1.52243 0.09743 -0.12824
C 0.79482 0.77956 0.71320
H 1.39856 -0.71493 -0.50529
H 1.35572 -1.84954 0.62009
H -0.51760 -0.56833 1.68844
H -2.35463 -0.62801 0.12266
H -1.66591 1.38837 -0.25044
H -0.09560 -1.27980 -1.66747
H 0.44995 1.35158 -1.11499
N 0.73282 -1.27952 0.11356
O 1.06919 1.67525 -0.35884
S -0.99630 0.02710 -1.94423
S 1.55716 1.30858 2.14494
*
```

Löwdin atomic charge list, values in e, 6 entries: number 1, C, carries -0.565; number 2, C, carries -0.424; number 3, C, carries -0.809; number 4, H, carries 0.108; number 5, H, carries 0.092; number 6, H, carries 0.170

***

<b>
Below is a structure of composition C3H7NOS2, with properties calculated with ωB97M-V/def2-TZVPD.

Summary:
Kohn-Sham gap ... 8.7 eV
Highest occupied orbital energy ... -8.3816 eV

ORCA input file:
```
! wB97M-V def2-TZVPD RIJCOSX def2/J DEFGRID3
* xyz 0 1
C -0.13888 -1.41059 -0.16409
C -0.87203 0.80606 -0.43458
C 0.18439 -0.33187 0.76337
N 1.49196 0.12658 0.94774
O -1.14998 -2.03922 -0.21263
S -2.57384 0.50500 0.07835
S 2.61420 0.12303 -0.32710
H 0.60168 -1.58519 -0.95643
H -0.65322 0.55462 -1.56139
H -0.54230 1.81010 -0.27801
H -0.51472 -0.31208 1.69821
H 1.50145 1.17316 1.26030
H -2.40965 -0.79825 -0.24332
H 2.46093 1.37865 -0.57042
*
```

Löwdin atomic charge list, values in e, 6 entries: number 1, C, carries -0.391; number 2, C, carries -0.466; number 3, C, carries -0.327; number 4, N, carries -0.461; number 5, O, carries -0.019; number 6, S, carries 0.691

***

The least stable of them is <a>.

***

<a>
Below is a structure of composition C3H7NOS2, with properties calculated with ωB97M-V/def2-TZVPD.

Summary:
Kohn-Sham gap ... 8.3 eV
Highest occupied orbital energy ... -8.5761 eV

ORCA input file:
```
! wB97M-V def2-TZVPD RIJCOSX def2/J DEFGRID3
* xyz 0 1
C -2.83842 0.34545 0.02248
C -0.50583 0.17532 -0.02734
C 2.22802 -0.19252 -0.00419
H -3.68993 -0.26612 -0.43666
H -3.32742 0.58970 1.28092
H -2.76873 1.24821 -0.67937
H -0.79508 0.87729 -0.94265
H -0.25738 0.74355 0.76782
H 3.23214 -2.00124 -0.55574
H 4.25669 -0.51380 0.44996
N 3.32240 -0.90681 0.24430
O -1.80394 -0.46798 0.11382
S 0.78868 -1.07553 -0.16681
S 2.15882 1.44447 -0.06652
*
```

Löwdin atomic charge list, values in e, 6 entries: number 1, C, carries -0.235; number 2, C, carries -0.499; number 3, C, carries -1.349; number 4, H, carries 0.089; number 5, H, carries 0.168; number 6, H, carries 0.096

***

<b>
Below is the molecule C3H7NOS2, with properties calculated with ωB97M-V/def2-TZVPD.

Summary:
Kohn-Sham gap ... 9.2 eV
Highest occupied orbital energy ... -8.7929 eV

ORCA input file:
```
! wB97M-V def2-TZVPD RIJCOSX def2/J DEFGRID3
* xyz 0 1
C 0.18247 0.21372 -0.50312
C 2.85683 -0.31869 -0.32871
C -2.15337 0.97227 0.82454
N -1.64875 -1.57454 0.10592
O 0.56056 1.43887 -0.74767
S 1.18566 -1.07373 -0.13744
S -1.66303 -0.17717 -0.48650
H 3.24014 -1.01315 -1.07635
H 3.48933 -0.46443 0.57014
H 2.86428 0.83985 -0.58587
H -1.37566 1.65429 0.88267
H -2.34938 0.31670 1.58320
H -2.97773 1.50373 0.38578
H -2.21134 -2.31772 -0.48660
*
```

Löwdin atomic charge list, values in e, 6 entries: number 1, C, carries -0.883; number 2, C, carries -0.341; number 3, C, carries -0.209; number 4, N, carries -0.472; number 5, O, carries -0.141; number 6, S, carries 0.935

***

The least stable of them is <a>.

***

<a>
Below is the molecule C3H7FN2O, with properties calculated with ωB97M-V/def2-TZVPD.

Summary:
Kohn-Sham gap ... 9.9 eV
SMILES string ... [H]/N=C(/CF)N(C)O
Highest occupied orbital energy ... -8.9333 eV

ORCA input file:
```
! wB97M-V def2-TZVPD RIJCOSX def2/J DEFGRID3
* xyz 0 1
C 1.90154 -0.25203 -0.13604
C -0.42612 0.65750 0.00109
C -1.89998 0.29439 0.31384
H 2.11027 0.45001 -0.91135
H 2.41967 -1.20844 -0.44923
H 2.27096 -0.01994 0.83904
H -0.69294 -1.91360 -0.33537
H 0.83225 2.02392 -0.27918
H -2.62447 1.09965 0.16115
H -1.91441 -0.11413 1.33797
N 0.44034 -0.46233 -0.22707
N -0.16667 1.86829 -0.07931
O 0.01700 -1.67204 0.29471
F -2.26743 -0.75126 -0.53025
*
```

Löwdin atomic charge list, values in e, 6 entries: number 1, C, carries -0.033; number 2, C, carries -0.383; number 3, C, carries -0.102; number 4, H, carries 0.069; number 5, H, carries 0.110; number 6, H, carries 0.078

***

<b>
Below is the molecule C3H7FN2O, with properties calculated with ωB97M-V/def2-TZVPD.

Summary:
Kohn-Sham gap ... 8.4 eV
Highest occupied orbital energy ... -7.4990 eV

ORCA input file:
```
! wB97M-V def2-TZVPD RIJCOSX def2/J DEFGRID3
* xyz 0 1
C -0.75451 -0.03381 -0.65234
C 0.67878 -0.49828 -0.71335
C 0.21218 -0.27932 1.38334
N -0.99959 -0.47680 0.69673
N 1.55594 0.31260 -1.36476
O -2.15686 0.02319 1.33553
F 0.48267 -1.17929 2.34364
H -0.84663 1.15130 -0.94298
H -1.35824 -0.48842 -1.35281
H 0.78766 -1.48452 -0.72084
H 0.59847 0.71886 1.57023
H 1.41907 1.15063 -1.68855
H -2.16170 1.00940 1.50206
H 2.54277 0.07446 -1.39589
*
```

Löwdin atomic charge list, values in e, 6 entries: number 1, C, carries -0.172; number 2, C, carries -0.163; number 3, C, carries -0.212; number 4, N, carries -0.201; number 5, N, carries 0.099; number 6, O, carries -0.056

***

The least stable of them is <b>.

***

<a>
Below is a cluster of 2 separate species, C3H12N4 in total, with properties calculated with ωB97M-V/def2-TZVPD.

Summary:
Kohn-Sham gap (alpha / beta) ... 9.6 / 6.4 eV
Highest occupied orbital energy (alpha / beta) ... -8.5027 / -6.4751 eV

ORCA input file:
```
! wB97M-V def2-TZVPD RIJCOSX def2/J DEFGRID3
* xyz 0 1
C -2.27143 -0.79770 -0.81563
N -0.76220 2.16169 0.30070
N -1.09281 1.17946 -0.52620
N -1.72895 0.20192 0.09848
H -0.07255 2.77489 -0.10879
H -0.58813 1.91008 1.27506
H -1.52439 -1.13178 -1.53978
H -3.12487 -0.38017 -1.34908
H -2.60820 -1.64760 -0.22362
C 1.20215 -1.41398 -0.29188
C 1.96490 0.55010 0.75481
N 0.80161 -0.15405 0.28946
H -1.04593 -0.19687 0.79767
H 0.33410 -1.96715 -0.65790
H 1.71936 -2.06944 0.43394
H 2.78934 0.56332 0.01840
H 2.38829 0.11474 1.67885
H 1.71690 1.59081 1.00225
H 1.90280 -1.28829 -1.13675
*
```

Löwdin atomic charge list, values in e, 6 entries: number 1, C, carries -0.107; number 2, N, carries 0.014; number 3, N, carries -0.093; number 4, N, carries -0.173; number 5, H, carries 0.090; number 6, H, carries 0.090

***

<b>
Below is a cluster of 2 separate species, C3H12N4 in total, with properties calculated with ωB97M-V/def2-TZVPD.

Summary:
Kohn-Sham gap ... 9.2 eV
SMILES string ... CN[C@@H](C)N.[H]/N=N/[H]
Highest occupied orbital energy ... -8.1728 eV

ORCA input file:
```
! wB97M-V def2-TZVPD RIJCOSX def2/J DEFGRID3
* xyz 0 1
C -0.97464 -0.79217 1.02521
N 1.54452 -1.83629 0.01784
N -0.30756 -0.72514 -0.25691
N 2.27902 -1.17854 0.81096
H 1.80466 -1.58527 -0.94521
H -0.77151 -1.30141 -0.94795
H 2.06658 -1.47809 1.77780
H 1.69253 0.65768 0.37061
H -0.42099 -0.18963 1.74640
H -0.96598 -1.82701 1.36329
H -2.01127 -0.43666 0.99427
C -1.24223 1.48155 -1.02972
C 0.00755 0.63119 -0.79277
N 0.94756 1.33080 0.03121
H 0.48917 1.72177 0.84810
H 0.49498 0.43446 -1.75802
H -1.73291 1.70614 -0.08437
H -1.94837 0.96748 -1.67828
H -0.95111 2.41916 -1.49247
*
```

Löwdin atomic charge list, values in e, 6 entries: number 1, C, carries -0.125; number 2, N, carries -0.038; number 3, N, carries -0.153; number 4, N, carries -0.069; number 5, H, carries 0.060; number 6, H, carries 0.117

***

The least stable of them is <a>.

***

<a>
Below is the molecule C4H8OS2, with properties calculated with ωB97M-V/def2-TZVPD.

Summary:
Kohn-Sham gap ... 7.9 eV
SMILES string ... OCC[C@H](S)C=S
Highest occupied orbital energy ... -8.7259 eV

ORCA input file:
```
! wB97M-V def2-TZVPD RIJCOSX def2/J DEFGRID3
* xyz 0 1
C 0.05583 1.41730 0.35035
C -0.51806 -0.01112 0.85346
C -0.45896 -1.21911 -0.00613
C -0.40518 -0.95379 -1.47538
H 1.68262 2.18689 -0.45517
H -0.13898 2.20505 1.16837
H -0.23359 2.13186 -0.39264
H -1.62867 0.17218 1.20494
H -0.07836 -0.24539 1.85387
H -1.17025 -1.98397 0.20151
H 2.07009 -1.66699 0.41951
H 0.50289 -0.24581 -1.87358
O 1.41124 1.30459 0.09713
S 0.81375 -2.43334 0.28961
S -1.90437 -0.65836 -2.23587
*
```

Löwdin atomic charge list, values in e, 6 entries: number 1, C, carries -0.301; number 2, C, carries -0.179; number 3, C, carries -0.873; number 4, C, carries -0.639; number 5, H, carries 0.179; number 6, H, carries 0.122

***

<b>
Below is a cluster of 2 separate species, C4H8OS2 in total, with properties calculated with ωB97M-V/def2-TZVPD.

Summary:
Kohn-Sham gap ... 8.0 eV
Highest occupied orbital energy ... -8.8109 eV

ORCA input file:
```
! wB97M-V def2-TZVPD RIJCOSX def2/J DEFGRID3
* xyz 0 1
C 1.72874 0.17035 1.45817
C 0.74918 0.29078 0.37936
C 0.58188 -0.96225 -0.71382
C -0.45961 -0.67715 0.27570
H 2.64055 0.55076 0.76495
H 1.72594 -0.93030 1.56402
H 1.40923 0.87643 2.28714
H 0.66049 1.76259 -2.35100
H 0.38234 -0.62153 -1.63209
H 0.57203 -2.91232 -0.78388
H -0.32389 -1.28889 1.24200
H -2.15700 1.13642 -0.45151
O 1.26592 -2.08332 -0.71712
S 0.36044 1.86047 -0.46739
S -2.27532 -0.28778 0.26119
*
```

Löwdin atomic charge list, values in e, 6 entries: number 1, C, carries -0.097; number 2, C, carries -0.789; number 3, C, carries -0.436; number 4, C, carries -0.660; number 5, H, carries 0.139; number 6, H, carries 0.087

***

The least stable of them is <b>.

***

<a>
Below is the molecule C2H3N, with properties calculated with ωB97M-V/def2-TZVPD.

Summary:
Kohn-Sham gap ... 12.6 eV
SMILES string ... CC#N
Highest occupied orbital energy ... -11.8368 eV

ORCA input file:
```
! wB97M-V def2-TZVPD RIJCOSX def2/J DEFGRID3
* xyz 0 1
C 0.02433 -0.45344 0.19566
C 0.05299 0.89627 -0.37016
N -0.01251 1.94743 -0.82650
H -0.33789 -1.14341 -0.56553
H -0.70176 -0.41747 1.00849
H 0.97485 -0.82939 0.55803
*
```

Charges obtained by Löwdin population analysis, quoted in units of e: number 1, C, carries -0.075; number 2, C, carries -0.287; number 3, N, carries 0.123; number 4, H, carries 0.081; number 5, H, carries 0.082; number 6, H, carries 0.077

***

<b>
Below is the molecule C2H3N, with properties calculated with ωB97M-V/def2-TZVPD.

Summary:
Kohn-Sham gap ... 9.9 eV
SMILES string ... C=C=N
Highest occupied orbital energy ... -9.0271 eV

ORCA input file:
```
! wB97M-V def2-TZVPD RIJCOSX def2/J DEFGRID3
* xyz 0 1
C -0.67274 0.83819 0.48231
C 0.34819 -0.19637 -0.16041
N 1.24674 -1.08485 -0.71917
H -0.67007 0.86874 1.54545
H -1.08136 1.55256 -0.19218
H 0.82924 -1.97827 -0.95599
*
```

Charges obtained by Löwdin population analysis, quoted in units of e: number 1, C, carries 0.003; number 2, C, carries -0.061; number 3, N, carries 0.044; number 4, H, carries -0.006; number 5, H, carries -0.005; number 6, H, carries 0.024

***

The least stable of them is <b>.

***

<a>
Below is the molecule C2H3N, with properties calculated with ωB97M-V/def2-TZVPD.

Summary:
Kohn-Sham gap ... 12.7 eV
SMILES string ... CC#N
Highest occupied orbital energy ... -11.8655 eV

ORCA input file:
```
! wB97M-V def2-TZVPD RIJCOSX def2/J DEFGRID3
* xyz 0 1
C -18.61028 -20.84895 15.48642
C -19.97360 -21.44478 15.34667
N -20.99635 -21.93620 15.23457
H -18.83796 -19.78301 15.49210
H -17.92433 -20.99508 14.65202
H -18.13728 -21.04061 16.44955
*
```

Charges obtained by Löwdin population analysis, quoted in units of e: number 1, C, carries -0.070; number 2, C, carries -0.276; number 3, N, carries 0.119; number 4, H, carries 0.072; number 5, H, carries 0.078; number 6, H, carries 0.077

***

<b>
Below is the molecule C2H3N, with properties calculated with ωB97M-V/def2-TZVPD.

Summary:
Kohn-Sham gap ... 12.1 eV
Highest occupied orbital energy ... -11.2779 eV

ORCA input file:
```
! wB97M-V def2-TZVPD RIJCOSX def2/J DEFGRID3
* xyz 0 1
C 0.13492 -0.04058 0.46025
C -0.57350 0.17333 -1.96243
N -0.52994 0.02832 -0.79616
H 0.63336 0.91733 0.62302
H -0.55080 -0.24789 1.28216
H 0.88596 -0.83051 0.39316
*
```

Charges obtained by Löwdin population analysis, quoted in units of e: number 1, C, carries -0.118; number 2, C, carries -0.001; number 3, N, carries -0.135; number 4, H, carries 0.087; number 5, H, carries 0.080; number 6, H, carries 0.087

***

The least stable of them is <b>.

***

<a>
Below is a cluster of 2 separate species, ClH2O2PS in total, with properties calculated with ωB97M-V/def2-TZVPD.

Summary:
Kohn-Sham gap (alpha / beta) ... 6.3 / 6.3 eV
Highest occupied orbital energy (alpha / beta) ... -7.9385 / -7.9385 eV

ORCA input file:
```
! wB97M-V def2-TZVPD RIJCOSX def2/J DEFGRID3
* xyz 0 1
O 0.85363 0.00961 1.58246
O 0.97920 0.60730 -0.80654
P 0.44702 1.13587 0.63241
S -2.23365 -0.13289 -0.73030
Cl -1.48317 -1.99322 -0.29131
H 0.84070 -0.84136 1.09275
H 0.59628 1.21470 -1.47946
*
```

Löwdin atomic charge list, values in e, 6 entries: number 1, O, carries -0.272; number 2, O, carries -0.344; number 3, P, carries 0.876; number 4, S, carries -0.211; number 5, Cl, carries -0.173; number 6, H, carries 0.063

***

<b>
Below is a cluster of 2 separate species, ClH2O2PS in total, with properties calculated with ωB97M-V/def2-TZVPD.

Summary:
Kohn-Sham gap ... 9.7 eV
SMILES string ... O=P(=S)Cl.O
Highest occupied orbital energy ... -10.1132 eV

ORCA input file:
```
! wB97M-V def2-TZVPD RIJCOSX def2/J DEFGRID3
* xyz 0 1
O -1.82241 1.14983 -1.53217
O 2.09512 -0.68549 0.01145
P -1.81437 0.58345 -0.19507
S -1.70216 -1.25443 0.36963
Cl -2.04371 1.98499 1.11465
H 2.26508 -1.37257 0.61951
H 3.02245 -0.40579 -0.38798
*
```

Löwdin atomic charge list, values in e, 6 entries: number 1, O, carries -0.421; number 2, O, carries -0.105; number 3, P, carries -0.202; number 4, S, carries 0.252; number 5, Cl, carries 0.379; number 6, H, carries -0.010

***

The least stable of them is <a>.